Record 1
Density functional theory data (ωB97M-V with the def2-TZVPD basis set) for the ion C10H18N3S with charge +1 at a distorted geometry.

## Properties
SMILES: [H]/N=C(/C=C)N(/C=C/C)C/[NH+]=C/CSC
Relative energy (zero: lowest compared OMol25 entry of this formula, charge and spin): 117.7 kcal per mole
Net charge: +1
Kohn-Sham gap: 7.40 eV

```
32
Properties=species:S:1:pos:R:3:forces:R:3
C 2.824159 -1.289917 1.518685 -0.303 1.418 0.580
S 0.088364 -0.269861 -2.192243 -0.018 0.125 0.380
H 0.537604 2.121528 -2.846939 0.637 -0.966 0.760
H -3.820874 0.917784 -0.125336 0.012 0.157 -0.041
C 0.729468 1.085486 1.685213 -4.857 -0.279 -2.095
H 3.411885 -1.538990 -0.375522 -0.515 -0.576 -3.419
C -2.161171 0.377297 1.104177 -1.032 2.928 1.254
H -3.557358 -0.758381 -0.072190 0.101 -2.500 -1.415
N 1.113125 1.282252 0.291471 -2.059 3.053 0.041
C 0.450846 1.729153 -0.738434 -1.689 0.489 1.076
H -1.708182 -1.030889 -3.153542 -0.630 -2.901 -0.481
H -2.194846 1.401208 1.690511 0.593 -2.046 -1.268
C 0.909435 1.390966 -2.069288 -1.116 0.280 -1.229
H -1.359822 -1.467376 0.677360 0.555 0.878 0.300
C -1.151114 -0.463351 1.124109 -0.504 -1.417 -1.062
C 3.741536 -1.480625 0.573803 -0.721 0.622 2.676
H -0.591436 2.261459 -0.687999 2.290 -0.922 0.639
H 3.275577 -1.163648 2.491256 -0.700 0.035 0.613
N 0.100754 -0.250439 1.590329 5.883 -1.149 1.800
H -1.174279 0.252493 -3.965561 -1.490 1.100 0.221
H -2.423988 0.233966 -2.396328 0.384 1.173 -0.191
H 1.843520 0.686294 0.148991 2.934 -1.651 -1.323
H -4.252604 0.019169 1.337431 0.842 0.023 -1.186
N 0.945529 -2.572792 1.273059 -1.489 -2.025 -0.516
C -3.480843 0.088000 0.492316 -1.506 2.180 2.714
H 1.969722 1.194331 -2.105871 0.308 0.102 -0.278
C -1.541846 -0.036569 -2.970781 2.090 0.617 -0.290
C 1.265194 -1.398202 1.404757 -0.682 1.785 0.438
H 1.564422 1.180669 2.299721 1.240 -0.209 1.099
H -0.061189 -2.787463 1.243896 0.450 0.142 0.103
H 4.779260 -1.544687 0.849676 0.138 0.018 -0.165
H -0.070850 1.831134 1.903271 0.857 -0.486 0.263
```
Forces are in eV/Å.

***

Record 2
Density functional theory data (ωB97M-V with the def2-TZVPD basis set) for an isolated molecule of C10H18N4S at a distorted geometry.

## Properties
SMILES: CCCNC(=S)NCCCn1ccnc1
Relative energy (zero: lowest compared OMol25 entry of this formula, charge and spin): 0.0 kcal per mole
Kohn-Sham gap: 8.66 eV

```
33
Properties=species:S:1:pos:R:3:forces:R:3
C 2.861613 -0.298458 -0.513006 0.340 -0.171 0.113
S 0.365196 3.645524 0.491010 -0.027 -0.347 -0.043
H 0.097659 0.159461 -0.456456 -0.110 1.007 0.083
H -3.956648 0.305296 0.766129 -0.275 -0.116 0.254
H 3.988677 -2.005883 0.249711 -0.072 0.099 -0.092
C -1.317466 1.606062 -1.095550 -0.249 -0.245 -0.640
H -1.486759 0.907334 -1.955396 0.117 0.591 0.577
H -0.087591 -3.163784 -0.158504 -0.097 0.023 0.041
N 1.760054 1.445013 0.899857 0.307 0.180 0.415
H 2.407364 -2.428505 -0.407484 0.241 0.185 -0.063
H 3.753946 0.318782 -0.676295 -0.231 0.078 0.076
H -1.825487 -0.366048 2.397138 -0.046 -0.040 -0.056
C -1.686631 -1.703117 -0.538618 -0.211 0.054 0.121
H -3.309597 2.290510 -0.572996 0.305 -0.168 0.146
C -1.605543 -0.976770 1.532927 -0.387 0.334 -0.444
H 3.745077 -2.034504 -1.494084 0.053 0.004 -0.148
H -3.694999 -0.064243 -0.936569 0.196 0.126 0.374
C 0.679615 1.992403 0.303338 0.096 0.341 0.000
N -0.092046 1.176109 -0.445907 0.170 -1.006 0.055
H 2.916428 -0.069667 1.639288 0.040 -0.170 0.062
H -2.034456 -1.819289 -1.555505 0.049 0.075 0.147
N -2.260741 -0.807639 0.338131 0.631 -0.460 0.490
N -0.690565 -1.906146 1.473519 -0.033 -0.140 -0.141
H 2.164722 -0.071068 -1.323622 0.070 -0.043 -0.030
H 2.315774 2.111672 1.444415 -0.510 -0.499 -0.482
H 1.368562 -0.636156 1.011440 0.173 0.215 0.110
C -0.742513 -2.375198 0.182101 0.285 -0.056 -0.075
C -3.196839 0.239310 0.001435 -0.114 0.323 -0.610
C 3.278827 -1.769071 -0.551024 -0.414 -0.179 0.292
C 2.206137 0.053367 0.825781 -0.171 0.260 -0.373
C -2.539169 1.611582 -0.167709 -0.202 -0.100 -0.658
H -2.221721 2.014896 0.780881 0.044 0.160 0.418
H -1.160895 2.618221 -1.488383 0.034 -0.316 0.081
```
Forces are in eV/Å.

***

Record 3
Density functional theory data (ωB97M-V with the def2-TZVPD basis set) for an isolated molecule of C10H18NOP at a distorted geometry.

## Properties
SMILES: COCCCC[PH3]c1ccccn1
Relative energy (zero: lowest compared OMol25 entry of this formula, charge and spin): 7.8 kcal per mole
Kohn-Sham gap: 9.16 eV

```
31
Properties=species:S:1:pos:R:3:forces:R:3
H 5.431186 0.300333 0.574406 0.171 -0.060 0.086
C -0.582636 -2.916599 -0.088603 -0.211 0.387 0.315
H -2.138239 1.973351 -1.315615 -0.056 0.017 -0.218
H -3.341654 1.207083 1.304985 0.120 0.105 0.252
P -0.099452 1.428526 -0.078047 0.231 0.003 0.171
H -0.059279 -1.963104 -0.170166 0.095 0.125 -0.123
H 4.353234 -0.232479 -1.644769 0.240 -0.087 -0.062
H -0.235834 1.136885 1.309904 -0.001 0.167 0.064
C -2.933602 0.815075 0.381354 0.252 -0.189 -0.733
C 1.770088 0.984538 0.120894 -1.426 0.368 0.517
H -3.191616 -1.121878 1.213355 -0.079 -0.105 0.165
C 3.804397 0.177559 -0.814000 -0.321 0.125 -0.085
H 1.937243 0.249074 -1.864660 -0.093 -0.020 -0.116
H -0.470904 -3.238924 0.943365 0.139 -0.243 0.111
H -2.071008 2.772127 0.251180 -0.007 0.279 -0.095
C -2.355374 -1.438918 -0.665893 0.493 -0.550 0.046
H -0.105806 -3.621362 -0.763077 -0.068 -0.203 -0.102
O -1.962533 -2.776514 -0.376368 0.021 -0.025 -0.285
N 2.295076 1.246863 1.322088 0.584 -0.353 -0.715
H 0.278401 2.759040 -0.406116 -0.140 -0.075 -0.019
H 4.069519 1.166755 2.367784 -0.067 0.075 0.117
H -0.156573 0.498705 -1.164852 0.068 0.044 -0.057
H -3.782367 0.729664 -0.296045 -0.284 0.076 0.017
C -2.443499 -0.620017 0.601573 -0.718 0.112 0.111
H -3.324038 -1.519242 -1.150309 -0.189 0.108 -0.017
C 3.600093 0.972032 1.410470 -0.206 0.432 1.096
H -1.651148 -1.026013 -1.392356 0.012 0.209 -0.100
C 2.455835 0.452247 -0.937572 0.390 -0.290 -0.551
C 4.381449 0.466685 0.403362 0.532 -0.278 -0.427
H -1.530904 -0.680233 1.181810 0.364 0.066 -0.013
C -1.940056 1.818739 -0.258081 0.155 -0.221 0.651
```
Forces are in eV/Å.

***

Record 4
Density functional theory data (ωB97M-V with the def2-TZVPD basis set) for a cluster of 2 separate species, C10H19BF2O5P in total.

## Properties
Net charge: -1
Kohn-Sham gap: 5.92 eV

```
38
Properties=species:S:1:pos:R:3:forces:R:3
O -3.704558 0.049637 -0.124780 0.048 0.020 0.000
H 2.036570 1.169854 0.381380 0.027 -0.016 0.038
H 1.094591 -0.735809 -0.627501 0.036 0.011 0.037
C 3.917883 -0.234065 -1.726358 -0.113 0.058 0.056
H -2.986779 -1.060886 2.567616 0.021 -0.029 -0.013
H -1.948854 0.282308 -2.745279 -0.022 -0.020 -0.029
B -4.766724 -0.850105 0.473319 0.142 -0.044 0.041
C 5.793349 -0.938654 -0.676361 -0.042 -0.029 0.046
O 3.782600 -1.581906 -1.561174 0.011 0.018 -0.140
C 0.944910 1.132300 0.420584 -0.040 0.055 0.016
O 3.082783 0.481187 -2.157402 0.150 -0.060 -0.020
H 0.515125 -0.909723 1.003527 0.011 -0.024 0.020
C -1.319766 0.662834 -1.944010 -0.034 0.123 0.082
H -1.738758 1.621808 -1.639597 0.017 -0.047 0.045
H 6.852422 -0.944399 -0.914745 -0.004 0.001 -0.042
C -2.546057 -0.113756 0.645783 -0.097 0.097 -0.208
H -3.206658 1.114010 2.233901 -0.004 -0.004 0.035
P -1.249440 -0.625752 -0.613173 -0.014 0.101 0.043
H -0.311564 0.822513 -2.339086 -0.039 -0.049 -0.007
H -1.970801 -2.089502 1.518836 0.052 0.058 0.021
H 5.464326 -2.622690 -2.077818 -0.001 -0.061 0.051
H -5.567389 -1.206366 -0.375734 -0.009 -0.035 -0.003
H 0.585368 1.863789 -0.304073 0.015 -0.015 -0.031
C -2.814905 -1.384841 1.522735 -0.098 -0.075 0.084
H -5.326432 -0.261567 1.425368 0.031 -0.040 -0.006
F 4.837427 -3.080665 -0.248995 -0.017 0.002 0.093
C -2.124122 2.470946 1.042514 -0.018 0.081 -0.253
C 0.434602 -0.275917 0.115022 0.041 -0.111 -0.063
C 5.022356 -2.137001 -1.205305 0.030 0.046 -0.102
H -1.455013 2.506641 0.183279 -0.001 -0.036 0.051
O 5.160369 0.153692 -1.334456 -0.079 0.061 0.027
F -3.328130 3.059157 0.632673 0.121 -0.077 0.083
H 0.648755 1.468653 1.414745 -0.101 0.038 -0.015
H 5.639306 -0.859970 0.401777 0.057 -0.021 -0.001
H -1.467147 0.848164 2.234397 -0.040 0.045 0.003
O -3.937915 -1.991276 0.988423 -0.140 0.077 -0.056
C -2.325274 1.075978 1.586026 0.124 -0.089 0.124
H -1.716458 3.121379 1.823942 -0.022 -0.011 -0.007
```
Forces are in eV/Å.